Version A
The following is a DFT calculation (the ωB97M-V functional and the def2-TZVPD basis) of 2 unconnected molecules or ions with the total composition C3H4ClNS.

Structure (ORCA input):
```
! RIJCOSX wB97M-V def2-TZVPD def2/J DEFGRID3
* xyz 0 3
C 2.54 0.47 -0.21
C -1.31 -0.25 -0.85
C -0.45 0.69 -0.99
N 2.62 1.67 -0.11
S 2.74 -1.07 -0.59
Cl -0.37 1.87 0.23
H 1.96 2.23 0.31
H -1.20 -0.94 -1.58
H -2.10 -0.18 -0.12
H 0.39 0.72 -1.71
*
```

Values from the calculation:
<S²>: 2.02
Frontier orbital gap (alpha / beta), eV: 6.567 / 6.461
HOMO energy (alpha / beta), eV: -5.78 / -9.83
LUMO level (alpha / beta), eV: 0.78 / -3.37



Version B
The following is a DFT calculation (the ωB97M-V functional and the def2-TZVPD basis) of 2 unconnected molecules or ions with the total composition C3H4ClNS.

Structure (ORCA input):
```
! RIJCOSX wB97M-V def2-TZVPD def2/J DEFGRID3
* xyz 0 3
C -0.64 0.44 0.84
C -0.11 -0.98 0.76
C 0.46 0.59 -1.07
N -0.32 1.24 -0.05
S 1.19 -0.90 -0.47
Cl 1.60 1.66 -1.80
H -1.26 0.78 1.77
H 0.43 -1.36 1.64
H -0.76 -1.71 0.38
H -0.58 0.24 -2.01
*
```

Values from the calculation:
<S²>: 2.01
Frontier orbital gap (alpha / beta), eV: 5.130 / 7.005
HOMO energy (alpha / beta), eV: -4.68 / -10.25
LUMO level (alpha / beta), eV: 0.45 / -3.25



Which one sits at the top of the stability order? version A does.



Version A
The following is a DFT calculation (the ωB97M-V functional and the def2-TZVPD basis) of a molecular structure, C2H6O3P.

Structure (ORCA input):
```
! RIJCOSX wB97M-V def2-TZVPD def2/J DEFGRID3
* xyz -1 1
C -1.37 -0.68 -0.27
C -0.15 0.30 -0.47
O 2.45 0.94 0.05
O 1.89 -1.57 -0.08
O -0.33 1.61 0.01
P 1.53 -0.17 0.19
H -1.15 -1.73 -0.05
H -1.88 -0.29 0.62
H -2.02 -0.47 -1.07
H -0.04 0.19 -1.54
H 0.27 1.54 0.82
H 0.79 0.33 1.80
*
```

Values from the calculation:
Frontier orbital gap, eV: 8.772
HOMO energy, eV: -4.54
LUMO level, eV: 4.23



Version B
The following is a DFT calculation (the ωB97M-V functional and the def2-TZVPD basis) of 2 unconnected molecules or ions with the total composition C2H6O3P.

Structure (ORCA input):
```
! RIJCOSX wB97M-V def2-TZVPD def2/J DEFGRID3
* xyz -1 1
C 2.05 1.29 -0.21
C -2.00 -2.18 0.09
O -1.39 0.20 -1.41
O -1.54 0.15 1.24
O 0.97 1.62 0.83
P -1.36 -0.53 -0.09
H 2.76 0.54 0.02
H 2.65 2.23 -0.37
H 1.61 0.98 -1.14
H 0.03 1.22 0.59
H -1.90 -2.59 1.10
H -1.88 -2.92 -0.64
*
```

Values from the calculation:
Frontier orbital gap, eV: 7.505
HOMO energy, eV: -3.62
LUMO level, eV: 3.89



Which one sits at the top of the stability order? version A does.



Version A
The following is a DFT calculation (the ωB97M-V functional and the def2-TZVPD basis) of C4H7N3O2 in the gas phase.

Structure (ORCA input):
```
! RIJCOSX wB97M-V def2-TZVPD def2/J DEFGRID3
* xyz 0 1
C 0.04 -1.64 -0.05
C -1.66 0.63 -0.09
C 0.82 0.75 0.53
C -0.54 0.21 0.76
N 0.98 -1.25 -0.79
N -0.76 -2.56 0.37
N 1.32 0.16 -0.71
O -1.46 1.06 -1.39
O -2.81 0.48 0.34
H 0.89 1.90 0.39
H 1.41 0.72 1.47
H -0.82 0.21 1.80
H -1.76 -2.25 0.44
H -0.72 -3.50 0.13
H -0.55 1.19 -1.72
H 2.35 0.27 -0.83
*
```

Values from the calculation:
Frontier orbital gap, eV: 9.473
HOMO energy, eV: -8.81
LUMO level, eV: 0.66



Version B
The following is a DFT calculation (the ωB97M-V functional and the def2-TZVPD basis) of C4H7N3O2 in the gas phase.

Structure (ORCA input):
```
! RIJCOSX wB97M-V def2-TZVPD def2/J DEFGRID3
* xyz 0 1
C -0.09 2.08 -0.11
N -0.75 0.82 -0.39
C -1.82 0.31 0.45
C -1.67 -1.16 0.06
N -0.65 -1.44 -0.59
C 0.10 -0.27 -0.78
N 1.28 -0.35 0.15
O 1.02 -0.40 1.33
O 2.43 -0.24 -0.33
H -0.76 2.98 -0.31
H 0.79 2.24 -0.77
H 0.34 2.07 0.94
H -2.78 0.74 0.19
H -1.69 0.34 1.55
H -2.32 -1.98 0.22
H 0.54 -0.22 -1.81
*
```

Values from the calculation:
SMILES string: CN1CC=N[C@@H]1[N+](=O)[O-]
Frontier orbital gap, eV: 9.665
HOMO energy, eV: -9.56
LUMO level, eV: 0.11



Which one sits at the top of the stability order? version A does.



Version A
The following is a DFT calculation (the ωB97M-V functional and the def2-TZVPD basis) of C2H2OS2 in the gas phase.

Structure (ORCA input):
```
! RIJCOSX wB97M-V def2-TZVPD def2/J DEFGRID3
* xyz 0 1
O -0.79 -1.49 0.17
C -0.42 -0.27 -0.24
S -0.88 0.30 -1.84
C 0.14 0.80 0.50
S 1.40 0.25 1.58
H -0.26 -2.00 0.86
H 0.11 1.91 0.40
*
```

Values from the calculation:
SMILES string: OC(=S)C=S
Frontier orbital gap, eV: 6.884
HOMO energy, eV: -9.16
LUMO level, eV: -2.28



Version B
The following is a DFT calculation (the ωB97M-V functional and the def2-TZVPD basis) of C2H2OS2 in the gas phase.

Structure (ORCA input):
```
! RIJCOSX wB97M-V def2-TZVPD def2/J DEFGRID3
* xyz 0 1
O 0.41 1.89 -0.65
C 0.63 0.83 -0.19
C -0.42 -0.18 -0.09
S -0.06 -2.01 -0.21
S -0.47 -0.99 1.51
H 1.53 0.39 0.16
H -1.62 0.06 -0.54
*
```

Values from the calculation:
SMILES string: O=CC1SS1
Frontier orbital gap, eV: 8.695
HOMO energy, eV: -8.96
LUMO level, eV: -0.27



Which one sits at the top of the stability order? version B does.



Version A
The following is a DFT calculation (the ωB97M-V functional and the def2-TZVPD basis) of C2H2OS2 in the gas phase.

Structure (ORCA input):
```
! RIJCOSX wB97M-V def2-TZVPD def2/J DEFGRID3
* xyz 0 1
O -0.10 1.65 -0.05
C 0.09 0.47 -0.09
S 1.68 -0.47 -0.07
C -0.99 -0.54 -0.03
S -2.56 -0.19 -0.06
H 2.42 0.60 0.21
H -0.54 -1.52 0.09
*
```

Values from the calculation:
SMILES string: O=C(S)C=S
Frontier orbital gap, eV: 7.748
HOMO energy, eV: -9.51
LUMO level, eV: -1.76



Version B
The following is a DFT calculation (the ωB97M-V functional and the def2-TZVPD basis) of 2 unconnected molecules or ions with the total composition C2H2OS2.

Structure (ORCA input):
```
! RIJCOSX wB97M-V def2-TZVPD def2/J DEFGRID3
* xyz 0 1
O 1.52 -0.37 2.26
C 1.41 -0.60 1.11
C 1.50 -0.63 -0.20
S 1.29 -0.87 -1.77
S -2.17 0.47 0.08
H -1.48 1.65 -0.20
H -2.07 0.33 -1.28
*
```

Values from the calculation:
SMILES string: O=C=C=S.S
Frontier orbital gap (alpha / beta), eV: 6.576 / 6.557
HOMO energy (alpha / beta), eV: -8.69 / -8.68
LUMO level (alpha / beta), eV: -2.11 / -2.12



Which one sits at the top of the stability order? version A does.



Version A
The following is a DFT calculation (the ωB97M-V functional and the def2-TZVPD basis) of 2 unconnected molecules or ions with the total composition C5H14N2O.

Structure (ORCA input):
```
! RIJCOSX wB97M-V def2-TZVPD def2/J DEFGRID3
* xyz -1 2
C -0.43 -1.68 0.75
C 0.59 -0.52 0.59
C 0.10 0.49 -0.46
C 0.61 1.89 -0.06
C -1.42 2.23 1.21
N -0.30 2.70 0.71
N 1.95 -0.94 0.34
H -0.49 -1.98 1.79
H -0.19 -2.51 0.12
H -1.42 -1.33 0.51
H 0.57 0.01 1.53
H 0.54 0.31 -1.43
H -0.97 0.45 -0.60
H 1.52 1.83 0.56
H 0.86 2.44 -0.98
H -1.81 1.22 1.02
H -2.07 2.91 1.75
H 2.02 -1.52 -0.48
H 2.37 -1.43 1.13
H -0.11 -1.55 -2.10
H -1.06 -1.16 -3.28
O -0.85 -1.85 -2.64
*
```

Values from the calculation:
<S²>: 0.75
Frontier orbital gap (alpha / beta), eV: 2.522 / 7.369
HOMO energy (alpha / beta), eV: 1.11 / -3.75
LUMO level (alpha / beta), eV: 3.63 / 3.62



Version B
The following is a DFT calculation (the ωB97M-V functional and the def2-TZVPD basis) of 2 unconnected molecules or ions with the total composition C5H14N2O.

Structure (ORCA input):
```
! RIJCOSX wB97M-V def2-TZVPD def2/J DEFGRID3
* xyz -1 2
C 1.46 -2.81 -0.32
C 1.31 -1.33 0.15
C -0.07 -0.89 -0.50
C 0.12 0.35 -1.36
C -0.74 1.23 -0.82
N -0.88 2.59 -1.30
N 1.17 -1.30 1.57
H 1.38 -2.86 -1.43
H 0.67 -3.49 0.13
H 2.32 -3.27 0.05
H 2.18 -0.69 -0.03
H -0.27 -1.81 -1.23
H -1.05 -0.88 -0.01
H 0.94 0.26 -2.04
H -1.34 0.93 0.09
H -0.25 2.72 -2.06
H -1.84 2.84 -1.48
H 0.72 -2.02 2.18
H 0.69 -0.41 1.78
H -1.81 2.83 1.86
H -1.22 1.60 1.46
O -1.94 1.99 1.99
*
```

Values from the calculation:
<S²>: 0.75
Frontier orbital gap (alpha / beta), eV: 2.319 / 7.905
HOMO energy (alpha / beta), eV: 1.26 / -4.43
LUMO level (alpha / beta), eV: 3.58 / 3.48



Which one sits at the top of the stability order? version A does.